{"formula": "C46H126N11O13V", "method": "wB97M-V/def2-TZVPD", "energy_ha": -4352.2790, "total_charge": 1, "spin_multiplicity": 2, "homo_ev": [-10.37, -10.37], "e_above_lowest_kcal_mol": 0.0, "fmax_ha_per_bohr": 0.0889, "elements": ["H", "C", "H", "H", "C", "C", "H", "C", "H", "H", "H", "N", "C", "C", "H", "H", "H", "H", "N", "H", "H", "H", "C", "H", "H", "H", "C", "O", "H", "C", "O", "O", "H", "H", "N", "H", "H", "H", "H", "H", "H", "H", "H", "H", "H", "H", "H", "H", "H", "C", "H", "H", "O", "H", "H", "H", "H", "H", "H", "O", "H", "C", "N", "C", "C", "H", "O", "H", "C", "H", "H", "O", "H", "H", "H", "C", "H", "C", "H", "H", "H", "H", "H", "H", "C", "H", "H", "C", "H", "H", "H", "C", "O", "C", "H", "H", "C", "O", "H", "H", "H", "H", "O", "C", "H", "H", "H", "C", "H", "H", "H", "C", "H", "H", "C", "H", "N", "H", "H", "H", "C", "H", "H", "H", "N", "H", "H", "H", "N", "C", "H", "H", "C", "H", "H", "C", "H", "O", "H", "H", "H", "C", "H", "C", "H", "N", "O", "C", "H", "H", "C", "H", "C", "H", "C", "H", "V", "C", "H", "C", "C", "H", "H", "H", "C", "H", "H", "H", "H", "H", "H", "O", "H", "C", "H", "N", "H", "C", "N", "H", "H", "H", "H", "H", "H", "C", "N", "C", "C", "H", "H", "C", "C", "H", "H", "H", "H"], "positions_angstrom": [[-2.164462, -4.178384, 4.586727], [0.350224, -4.246642, 5.082768], [1.206486, -6.443460, -3.080586], [-0.664345, 5.447334, 4.862927], [1.772251, 0.438318, 4.375854], [0.856914, 5.038064, 3.453101], [-4.832738, 0.859837, 4.096000], [2.842846, 0.563553, 3.304043], [1.230365, 3.017736, 3.329637], [0.255908, -3.073136, -0.498782], [2.201041, 4.882328, 1.763770], [-1.962465, 8.014195, -2.670701], [3.345721, 4.000881, -3.034001], [-0.223104, 2.378982, -4.412356], [-1.022799, -7.293526, -0.645406], [0.533078, 5.376855, 1.314347], [-1.923405, 7.604760, -3.602731], [1.445752, -4.814691, -2.948206], [0.735715, -5.546962, -2.954135], [-1.947746, -6.052739, -5.491373], [-0.818717, 6.202549, -1.238488], [0.834571, 6.837627, -4.023833], [-1.331030, 0.209965, -7.858185], [4.780678, -2.644155, 4.706451], [-1.725374, 2.130947, 3.748878], [-0.164101, -0.774330, -5.753827], [1.354919, -5.600331, -0.559914], [-2.454027, 0.232042, 0.744195], [2.078663, 0.189058, -5.569484], [1.046550, -3.392431, 0.196762], [-2.332771, -1.000992, 6.230727], [-4.841195, 1.082731, 0.788568], [-2.608062, -2.615434, -6.234392], [-5.151815, -3.482758, -0.050042], [-4.033930, 0.779751, 3.444333], [1.687669, 1.117062, 1.743106], [1.658391, 1.407647, 4.861371], [-4.017171, 0.226073, 6.016497], [2.691934, -0.189621, -1.695002], [-0.954176, 6.176085, 3.291996], [-5.608859, -0.057925, -1.471868], [-0.998644, 4.031495, 0.564931], [2.963281, 3.907783, -4.062901], [0.709253, -0.048328, 0.041908], [4.163092, -1.039657, 5.102519], [-0.887210, 8.044882, 5.717480], [-2.507210, -4.832486, 0.004521], [-1.089266, 0.612767, -8.837936], [1.953214, 2.424070, -2.649822], [1.331694, 5.462099, 2.057503], [1.600804, 1.550003, -6.142737], [0.652444, -3.812969, 1.121537], [-4.663127, -1.466194, -0.351595], [1.503021, -6.277138, 6.204548], [5.626112, -3.763745, 0.072554], [-3.929855, 1.789745, 3.297819], [-1.120026, -7.140549, -2.428334], [-4.916155, -1.292516, -2.455536], [0.282730, -7.902322, -1.655175], [3.409811, -1.872644, 3.384392], [4.310364, 5.909421, -3.378979], [-3.221007, -2.961427, 0.778867], [-3.738889, -2.356644, 2.037435], [-1.863075, 5.913840, -1.411367], [-1.890110, 3.978930, -0.067373], [-2.650341, 3.408391, 0.465612], [-2.498339, -2.644806, -3.627383], [0.001888, -7.188721, 6.474923], [2.374637, 3.283072, -2.107958], [1.564688, 5.368920, -4.577254], [2.071502, -0.252492, 5.166728], [2.335595, 6.215348, -2.831972], [1.012201, -5.866676, 0.455442], [7.169659, -2.552402, -2.920177], [-3.228056, -4.455931, -4.183851], [-1.138243, 0.158431, 1.086802], [-2.069955, -4.545336, 1.668772], [4.484498, -1.687149, 4.280351], [2.175865, -6.253646, -0.857430], [-3.453411, -0.798863, 8.004076], [1.582524, 6.528114, 2.082917], [-0.164715, 3.431705, 2.675116], [-3.996315, -1.303480, 5.109838], [-1.064130, -0.854036, -7.852287], [0.341809, -2.250203, 3.648604], [0.132792, 9.148959, 4.824302], [8.255693, -1.824374, -1.742066], [7.228181, -1.820532, -2.114744], [3.182396, 1.770888, 1.689325], [-2.504190, 2.174950, 5.363910], [-3.077082, -2.627094, 2.815867], [-4.287886, -2.839455, -0.274215], [0.482590, 7.143006, 4.483843], [-0.345026, -3.600375, 3.928888], [-4.543428, 5.979334, -1.633336], [0.226521, -3.669292, 6.012331], [-2.686847, 7.145476, -1.720617], [-0.184821, -5.548521, 5.264781], [-1.574800, 0.036854, -5.223382], [0.269188, -5.654839, 7.278561], [2.203747, -1.008985, 2.046091], [0.543688, 3.142540, -4.255303], [-0.615710, 0.919414, -6.889381], [-2.884921, -4.440791, 0.951967], [0.153778, 1.662973, 0.121277], [-2.232438, -0.314034, 3.600215], [-1.879915, -1.196513, -2.387275], [-2.830786, 0.317958, 4.263077], [-2.817429, 7.789352, -0.847730], [-0.440646, -3.586766, -5.099674], [4.100577, -1.977599, -0.583971], [3.529167, 5.471016, -2.732217], [-2.472898, 8.882933, -2.787610], [2.795954, 2.899473, -1.179777], [-2.810776, -1.492265, 7.451488], [2.977007, -1.194898, -3.163190], [-1.072793, -5.520368, -5.543305], [0.346272, 0.450529, -3.747379], [-0.556413, -5.918618, -4.751751], [3.866545, 5.697501, -1.721065], [4.773016, -1.896567, -1.448778], [-1.969592, -1.687678, 8.115197], [4.490921, -2.734777, -2.115292], [-1.854063, -4.554791, -3.163905], [6.396027, -3.534529, -0.560692], [-3.352442, -2.438318, 7.313241], [1.416343, -2.310175, 3.839465], [-1.387443, -3.473180, -7.327230], [2.394465, 1.586046, 2.312952], [0.208293, -5.731474, -1.547889], [-6.415284, -1.614064, -1.446413], [-2.343969, -2.399790, 0.457290], [3.383835, -0.406108, -2.512329], [-3.750675, -5.016529, 1.279154], [-2.861429, -4.219700, -6.853803], [-1.424843, -2.029345, -2.933397], [3.787766, 0.914823, 3.730535], [-2.444945, 5.235375, -0.304227], [-1.276881, 8.271350, 4.065549], [-0.319867, -4.214967, 3.028421], [-0.570729, 0.367449, -0.961590], [1.796330, 6.334539, -4.104278], [1.592351, -2.465829, 0.366158], [-0.578414, 0.255544, -5.655996], [2.434178, 6.918667, -4.777910], [1.703244, 1.080754, -5.234051], [4.667944, -0.652025, -2.075392], [0.413821, -6.195152, 6.328746], [6.374760, -1.440150, -0.201154], [-1.790580, -2.772508, 5.110300], [-0.149388, 0.628462, 0.018635], [3.385361, 0.462352, -3.174130], [-5.435964, -1.135888, -1.510255], [7.221700, -3.566334, 0.030148], [6.213663, -2.145408, -1.042931], [1.793207, 5.085039, 4.022088], [-4.317132, -0.206667, 1.489381], [-4.052296, 6.715073, -2.270142], [-0.823822, 2.776061, -5.230577], [-2.002248, 1.546211, 4.624542], [-2.081736, -3.537186, -6.492898], [-1.016675, -2.697268, -2.157434], [-3.895052, -3.188268, -1.235271], [-0.880142, 0.738062, 2.001378], [3.139133, -0.747782, 2.566669], [1.421039, -4.402859, 4.892773], [-0.771960, 2.336469, -3.469516], [-1.072333, 1.189130, 5.076380], [3.911519, -0.604455, 1.797196], [-1.672940, 3.427635, -0.991590], [-0.553286, -4.963346, -1.372968], [1.871672, -4.280409, -0.505461], [-2.414578, 0.275456, -7.701816], [-0.405896, 8.213284, 4.727976], [-4.486938, -2.978625, 2.394707], [-1.779558, -3.287478, 4.219530], [-0.054647, -1.451607, 4.282816], [-2.243341, -3.990957, -4.025269], [0.417004, 3.627101, 3.492640], [-1.948695, 5.208415, -2.257598], [7.071690, -0.793331, -2.446761], [1.468939, 3.855891, -1.879931], [0.806265, 0.157168, 3.952080], [5.380587, -1.274200, 3.801053], [-0.872530, -0.879733, 1.372531], [-3.364336, -0.456069, 5.442761], [4.646197, 3.288283, -3.002173], [-1.390009, -4.103212, -5.269052], [-0.461439, -7.106326, -1.563303], [-4.707510, 7.591589, -2.353150], [0.181538, -1.890586, 2.632563], [-0.163034, 5.983680, 4.037877], [0.341771, 0.985807, -4.700025], [-0.619965, -1.683335, -3.586948], [-3.988717, 6.351051, -3.300254], [5.242619, 3.633168, -3.753722], [4.484848, 2.315693, -3.257043]], "forces_ev_per_angstrom": [[-0.01, 0.25, -0.68], [0.27, -1.35, 0.16], [0.32, 0.38, -0.59], [0.09, 0.24, 0.07], [0.49, 0.45, 0.32], [1.22, -0.61, -0.83], [0.12, -0.70, -0.36], [0.19, 0.26, -0.47], [-0.33, 0.43, 0.04], [-0.48, -0.12, 0.52], [0.04, -0.05, -0.18], [0.10, -0.22, -0.08], [0.37, -0.79, -0.26], [0.32, 0.56, 0.29], [-0.07, -0.01, -0.09], [0.05, -0.22, -0.03], [-0.03, -0.11, 0.20], [-0.04, -0.18, -0.04], [-0.31, -0.30, 1.28], [0.08, 0.24, -0.48], [-0.02, -0.21, 0.05], [0.05, 0.24, 0.19], [-0.32, -0.46, -0.37], [-0.25, -0.14, -0.12], [-0.09, -0.01, 0.03], [0.03, 0.26, -0.43], [-0.58, 0.21, 0.67], [-2.61, -0.39, 0.32], [-0.33, -0.15, 0.63], [-0.25, 0.65, -1.21], [0.13, 0.93, -0.28], [-1.18, -0.79, 0.53], [0.39, 0.25, -0.33], [-0.07, 0.24, 0.15], [-0.49, 0.09, 0.73], [0.07, 0.34, -0.05], [-0.10, 0.07, -0.07], [0.23, -0.14, 0.19], [-0.16, -0.16, 0.20], [0.19, 0.31, 0.00], [0.03, -0.09, 0.22], [0.21, 0.01, -0.17], [-0.27, 0.21, 0.24], [0.37, 0.33, 0.30], [0.28, 0.07, 0.02], [0.23, 0.11, -0.20], [-0.17, -0.13, 0.02], [0.00, 0.14, 0.00], [0.36, -0.10, 0.13], [-0.59, 0.68, 0.20], [0.11, 0.30, 0.47], [-0.02, 0.00, 0.07], [0.02, -0.01, 0.30], [-0.06, -0.09, -0.17], [0.14, -0.03, -0.22], [0.47, -0.34, -0.68], [-0.15, -0.15, 0.05], [0.18, -0.63, 0.22], [0.00, 0.03, -0.06], [0.35, -0.02, -0.21], [-0.18, -0.18, -0.18], [-0.36, -0.75, 0.13], [-0.24, -0.94, 1.30], [-0.10, -0.19, 0.10], [-0.35, -0.47, 0.24], [0.03, -0.17, 0.11], [0.07, -0.03, 0.18], [-0.13, -0.07, -0.31], [-1.04, -0.48, -0.44], [0.24, 0.05, 0.03], [-0.20, -0.22, -0.19], [-0.18, -0.09, 0.50], [0.12, -0.20, -0.13], [-0.08, 0.19, -0.20], [0.05, 0.26, -0.35], [1.11, -0.44, 1.47], [-0.13, -0.12, 0.13], [0.18, 0.15, 0.28], [0.00, -0.02, 0.06], [-0.08, 0.17, -0.35], [0.22, -0.14, -0.04], [0.00, 0.23, 0.11], [-0.07, 0.29, -0.15], [0.06, 0.04, 0.00], [-0.07, -0.26, 0.12], [0.17, 0.01, -0.41], [-0.11, -0.29, 0.24], [0.12, 0.27, -0.03], [-0.29, 0.13, 0.01], [-0.06, 0.05, -0.10], [0.39, 0.89, -0.54], [0.13, -0.08, -0.39], [-0.17, 0.59, -0.78], [-0.37, 2.07, -0.24], [0.04, -0.05, -0.05], [0.05, 0.16, -0.14], [-0.37, 0.34, -1.00], [-0.78, 0.35, -0.50], [-0.02, 0.64, -0.16], [-0.10, 0.06, -0.12], [0.27, -0.04, -0.06], [0.23, -0.33, 0.02], [0.16, 0.08, 0.44], [0.62, 0.41, -0.11], [-0.07, 0.18, -0.29], [-0.08, -0.13, 0.15], [0.26, 0.19, -0.23], [-0.01, 0.79, -0.88], [0.00, -0.46, 0.29], [0.00, 0.01, 0.01], [0.02, 0.15, 0.16], [0.42, 0.74, 0.14], [0.06, -0.02, 0.10], [0.34, 0.27, 0.03], [-0.08, -0.63, 0.91], [0.06, -0.32, 0.36], [-0.30, -0.43, 0.68], [0.23, -0.23, -0.08], [0.22, 0.53, -0.26], [0.09, -0.55, 0.18], [0.34, -1.30, -0.44], [0.17, -0.04, -0.24], [-0.16, 0.34, -0.17], [0.51, 0.13, -0.23], [-0.62, 0.30, 0.14], [-0.08, 0.10, -0.02], [-0.20, 0.00, -0.18], [0.07, 0.47, 0.05], [0.61, -0.90, 0.19], [0.39, -0.10, -1.45], [0.16, -0.27, -0.26], [0.01, 0.12, 0.13], [-0.86, 0.68, -1.07], [0.01, -0.05, -0.01], [0.05, -0.11, 0.29], [-0.61, -0.13, 0.46], [-0.21, 0.19, 0.17], [0.05, 0.65, -0.11], [0.52, 0.06, -0.57], [0.11, -0.28, 0.20], [-0.09, 0.66, 0.00], [-0.56, -0.10, -0.82], [0.34, -0.17, 0.37], [0.03, -1.47, 0.47], [0.10, -0.06, 0.00], [0.24, 0.23, -0.97], [0.46, -0.21, 0.18], [0.69, -0.23, 1.29], [0.16, -0.07, -0.23], [0.18, 0.51, -0.55], [-0.51, -1.31, -0.58], [0.13, 0.14, 0.23], [-0.53, 1.19, 0.13], [0.06, -0.03, -0.21], [0.49, 0.47, 1.45], [-0.44, 0.06, 0.58], [3.67, 2.02, -1.83], [-0.42, 0.73, 0.05], [-0.26, -0.28, 0.09], [0.30, -0.76, 0.48], [-0.58, -0.22, 0.05], [0.06, -0.06, -0.28], [0.03, 0.27, -0.06], [-0.28, -0.03, -0.03], [-0.83, -0.18, -0.02], [0.03, 0.52, -0.09], [-0.38, 0.15, -0.22], [-0.03, 0.25, 0.00], [0.12, 0.02, 0.20], [0.12, 0.12, 0.00], [0.11, -0.01, 0.11], [0.60, -0.36, 0.07], [0.02, 0.07, 0.06], [-0.83, -0.54, 1.69], [-0.18, 0.39, -0.73], [-0.16, -1.50, 1.10], [-0.13, -0.48, 0.22], [-0.68, 0.11, 0.55], [-0.02, -0.03, -0.10], [0.41, 0.32, -0.13], [-0.14, -0.20, -0.36], [0.34, 0.38, 0.08], [0.24, 0.10, 0.01], [-0.18, 0.13, -0.09], [0.01, 0.05, -0.22], [-0.39, -0.60, 0.08], [0.00, 0.20, -0.09], [0.24, -1.05, -0.13], [0.19, 0.36, 0.52], [0.01, -0.11, 0.21], [0.02, -0.26, -0.07], [-0.46, -0.93, 0.35], [-0.15, 0.48, -0.21], [-0.04, -0.05, 0.02], [0.30, -0.30, 0.16], [-0.07, 0.12, 0.20], [-0.04, 0.10, 0.21]]}